Entry 1:
One molecule with the formula C5H7N at a distorted geometry, computed with the ωB97M-V functional and the def2-TZVPD basis.

Structure (XYZ):
```
13
Properties=species:S:1:pos:R:3
C 1.095 0.926 1.226
C 0.535 -0.273 1.742
N -0.167 -0.874 0.727
C -0.254 -0.021 -0.378
C 0.616 1.053 -0.123
C -0.937 -0.353 -1.679
H 1.723 1.610 1.571
H 0.516 -0.569 2.749
H -0.657 -1.701 1.073
H 1.034 1.667 -0.913
H -1.344 -1.409 -1.580
H -1.887 0.166 -1.935
H -0.271 -0.221 -2.481
```

Calculated values
E ... -249.43766 a.u.
ΔE to the lowest compared entry with this formula, charge and spin ... 0.968 eV
Highest occupied orbital energy ... -7.8 eV
Structure (SMILES) ... Cc1ccc[nH]1
Max |F| ... 5.78 eV/A

How positive or negative is each atom? The Löwdin charges in e answer that: -0.08 -0.13 0.03 -0.31 -0.06 -0.05 0.03 0.08 0.15 0.10 0.09 0.08 0.05

***

Entry 2:
C26H19ClF6IN2O2PSSiYb as an isolated structure, computed with the ωB97M-V functional and the def2-TZVPD basis.

Structure (XYZ):
```
61
Properties=species:S:1:pos:R:3
Yb 0.363 1.448 -0.225
O 0.219 1.829 1.926
N 1.065 2.592 2.613
C 0.515 3.377 3.566
C 1.298 4.164 4.360
C 2.687 4.131 4.149
C 3.212 3.349 3.162
C 2.396 2.547 2.324
S 2.948 1.597 1.037
H -0.560 3.302 3.608
H 0.835 4.785 5.111
H 3.346 4.737 4.757
H 4.274 3.330 2.970
Cl -6.744 -0.388 -0.751
C -5.225 0.456 -0.562
C -5.198 1.818 -0.575
C -3.991 2.539 -0.428
I -4.053 4.601 -0.442
C -2.781 1.881 -0.281
O -1.634 2.417 -0.124
C -2.836 0.437 -0.258
N -1.624 -0.160 -0.074
C -1.583 -1.469 0.010
C -2.727 -2.283 -0.117
C -3.940 -1.697 -0.323
C -4.027 -0.289 -0.388
H -6.122 2.365 -0.702
H -0.617 -1.925 0.166
H -2.616 -3.357 -0.070
H -4.836 -2.293 -0.438
F -0.025 2.597 -2.235
P 1.102 3.828 -2.047
F 0.736 3.711 -0.401
F 2.213 4.907 -1.732
F 2.131 2.592 -1.747
F 1.428 3.799 -3.595
F -0.041 4.906 -2.214
C 3.333 -3.504 2.366
C 2.269 -2.642 2.583
C 1.750 -1.902 1.529
C 2.249 -2.000 0.228
C 3.331 -2.869 0.046
C 3.870 -3.608 1.090
Si 1.514 -1.008 -1.234
C 0.464 -2.306 -2.165
C 0.244 -3.613 -1.730
C -0.580 -4.489 -2.426
C -1.209 -4.078 -3.591
C -1.002 -2.783 -4.051
C -0.180 -1.917 -3.345
H 3.754 -4.077 3.183
H 1.852 -2.528 3.576
H 0.954 -1.200 1.761
H 3.767 -2.972 -0.942
H 4.710 -4.268 0.907
H 2.714 -0.854 -2.123
H 0.730 -3.962 -0.824
H -0.725 -5.497 -2.054
H -1.856 -4.757 -4.134
H -1.489 -2.444 -4.958
H -0.051 -0.906 -3.720
```

Calculated values
E ... -4807.42898 a.u.
ΔE to the lowest compared entry with this formula, charge and spin ... 0.507 eV
Highest occupied orbital energy (alpha / beta) ... -5.0 / -4.9 eV
⟨S²⟩ ... 0.75
Max |F| ... 0.84 eV/A
Total charge ... -1
2S+1 ... 2

How positive or negative is each atom? The Löwdin charges in e answer that: 1.43 -0.31 -0.21 -0.02 -0.07 -0.09 -0.09 -0.69 0.64 0.14 0.10 0.10 0.10 0.64 -0.62 -0.19 -0.67 0.89 -0.45 -0.23 -0.13 0.05 -0.14 -0.03 -0.02 -0.18 0.08 0.06 0.11 0.09 -0.24 0.18 -0.24 -0.10 -0.24 -0.10 -0.10 -0.11 -0.10 -0.15 -0.39 -0.12 -0.11 0.59 -0.37 -0.13 -0.11 -0.11 -0.10 -0.13 0.09 0.10 0.08 0.09 0.09 -0.05 0.10 0.09 0.09 0.09 0.09

***

Entry 3:
A 2-piece molecular cluster, C2H5ClO3 overall at a distorted geometry, computed with the ωB97M-V functional and the def2-TZVPD basis.

Structure (XYZ):
```
11
Properties=species:S:1:pos:R:3
C 1.313 -0.182 -2.148
C -0.161 -0.097 1.224
O 0.270 0.413 -2.549
O -1.432 0.325 1.176
O 0.255 -0.568 2.457
Cl 0.439 -1.435 0.098
H 0.483 0.691 0.969
H 1.795 0.591 -1.521
H -0.396 -0.112 -3.001
H -2.015 -0.102 1.833
H -0.471 -0.666 3.062
```

Calculated values
E ... -764.97667 a.u.
ΔE to the lowest compared entry with this formula, charge and spin ... 3.709 eV
Highest occupied orbital energy ... -8.0 eV
Max |F| ... 3.03 eV/A

How positive or negative is each atom? The Löwdin charges in e answer that: -0.16 -0.79 -0.07 0.03 -0.05 0.64 0.10 -0.01 0.10 0.13 0.09

***

Entry 4:
C30H31N3O6S5SeSnTe as an isolated structure at a distorted geometry, computed with the ωB97M-V functional and the def2-TZVPD basis.

Structure (XYZ):
```
78
Properties=species:S:1:pos:R:3
Sn 1.541 1.276 -0.312
O 5.482 6.856 -2.366
C 4.801 5.924 -2.014
S 5.119 4.252 -2.468
C 3.752 3.515 -1.635
C 2.949 4.344 -0.937
S 1.563 3.896 -0.008
S 3.366 6.057 -1.000
S 3.560 1.789 -1.773
C 0.096 -5.428 2.032
C 0.542 -3.996 2.127
C -0.171 -2.986 1.495
C 0.240 -1.668 1.596
C 1.366 -1.356 2.325
C 2.097 -2.353 2.940
C 1.681 -3.668 2.853
S 1.918 0.339 2.494
O 2.488 0.430 3.820
O 0.738 1.170 2.284
N 2.942 0.704 1.346
C 3.966 -0.274 1.113
C 3.430 -1.477 0.309
O 3.942 -2.583 0.439
O 2.458 -1.191 -0.452
H -0.881 -5.492 1.556
H 0.028 -5.881 3.022
H 0.812 -6.009 1.448
H -1.047 -3.231 0.908
H -0.323 -0.881 1.117
H 2.977 -2.069 3.493
H 2.249 -4.451 3.337
H 4.400 -0.625 2.054
H 4.746 0.198 0.506
C -1.320 3.564 2.624
N -2.183 2.419 2.681
C -2.363 1.543 1.657
Se -1.999 1.784 -0.081
N -3.121 0.508 2.136
C -3.503 0.767 3.422
C -4.365 0.117 4.283
C -4.635 0.723 5.501
C -4.051 1.933 5.847
C -3.170 2.584 4.993
C -2.898 1.994 3.769
H -0.516 3.357 1.918
H -0.882 3.746 3.604
H -1.870 4.449 2.292
H -3.366 -0.284 1.569
H -4.831 -0.815 4.008
H -5.324 0.252 6.188
H -4.298 2.385 6.799
H -2.730 3.531 5.263
C -0.250 0.583 -5.540
C 0.722 0.957 -4.410
C 0.855 2.479 -4.314
C 2.085 0.330 -4.682
O 0.172 0.569 -3.171
H 0.124 0.951 -6.494
H -1.222 1.027 -5.341
H -0.366 -0.499 -5.591
H 1.238 2.902 -5.237
H 1.530 2.726 -3.501
H -0.110 2.913 -4.074
H 2.509 0.717 -5.605
H 1.988 -0.752 -4.761
H 2.755 0.558 -3.859
Te 0.597 -1.154 -2.262
C -1.171 -2.224 -2.823
C -1.199 -3.543 -2.363
C -2.366 -4.278 -2.372
C -3.536 -3.711 -2.861
C -3.514 -2.413 -3.351
C -2.344 -1.675 -3.330
H -0.288 -3.976 -1.962
H -2.381 -5.285 -1.969
H -4.463 -4.274 -2.853
H -4.430 -1.962 -3.717
H -2.335 -0.651 -3.678
```

Calculated values
E ... -6652.34508 a.u.
ΔE to the lowest compared entry with this formula, charge and spin ... 2.079 eV
Highest occupied orbital energy ... -1.4 eV
Max |F| ... 1.20 eV/A
Total charge ... -2

How positive or negative is each atom? The Löwdin charges in e answer that: 0.73 -0.12 -1.07 0.92 -1.14 -1.18 0.43 0.92 0.51 -0.06 -0.28 -0.04 -0.07 -0.27 -0.06 -0.04 0.52 -0.32 -0.42 -0.34 -0.22 -0.72 0.00 -0.39 0.06 0.07 0.08 0.10 0.08 0.11 0.11 0.11 0.10 -0.03 -0.07 -0.79 0.65 0.11 -0.19 -0.03 -0.12 -0.12 -0.01 -0.15 0.03 0.10 0.10 0.15 0.10 0.09 0.09 0.10 -0.05 -0.74 -0.03 -0.11 -0.58 0.07 0.07 0.07 0.08 0.05 0.09 0.08 0.04 0.00 1.54 -0.49 -0.19 -0.12 -0.13 -0.11 -0.13 0.09 0.09 0.08 0.09 0.09

***

Entry 5:
C21H31Cl5P2Pd as an isolated structure at a distorted geometry, computed with the ωB97M-V functional and the def2-TZVPD basis.

Structure (XYZ):
```
60
Properties=species:S:1:pos:R:3
P -1.353 1.103 -2.840
P 1.973 -0.178 -1.341
C 0.433 1.402 -3.262
C 1.484 0.294 -3.044
H 0.757 2.339 -2.778
H 0.399 1.587 -4.353
H 1.235 -0.617 -3.617
H 2.438 0.666 -3.469
C 2.938 1.203 -0.714
H 3.300 0.968 0.300
H 2.343 2.131 -0.709
H 3.791 1.336 -1.399
C 3.203 -1.456 -1.698
H 3.993 -0.987 -2.305
H 2.749 -2.280 -2.269
H 3.629 -1.828 -0.756
C -2.109 2.746 -2.952
H -3.084 2.756 -2.448
H -2.262 3.004 -4.006
H -1.472 3.505 -2.492
C -1.934 0.283 -4.363
H -1.258 -0.517 -4.686
H -1.993 1.031 -5.158
H -2.927 -0.151 -4.199
Pd 0.047 0.208 2.570
C 0.746 -0.935 -0.331
C 0.252 0.358 0.333
C -0.758 1.370 -0.089
C -2.244 0.956 -0.277
C -2.593 0.313 -1.677
C -2.379 -1.118 -1.599
C -1.105 -1.707 -1.941
C -0.238 -2.050 -0.721
C -1.771 -0.687 2.610
H 1.391 -1.428 0.432
H 1.123 0.886 0.824
H -0.370 1.989 -0.949
H -0.774 2.097 0.759
H -2.508 0.263 0.528
H -2.854 1.863 -0.129
H -3.601 0.603 -2.002
H -3.123 -1.726 -1.090
H -0.538 -0.974 -2.561
H -1.222 -2.621 -2.561
H -0.845 -2.279 0.169
H 0.353 -2.943 -0.973
H -1.686 -1.369 3.473
H -1.998 -1.264 1.696
H -2.496 0.130 2.810
Cl 0.394 2.286 5.031
C 0.850 0.672 5.396
C 0.858 -0.265 4.381
C 1.183 -1.583 4.620
Cl 1.121 -2.709 3.317
C 1.482 -2.009 5.935
Cl 1.860 -3.645 6.233
C 1.412 -1.082 7.002
Cl 1.612 -1.618 8.610
C 1.125 0.271 6.731
Cl 1.019 1.405 7.999
```

Calculated values
E ... -3929.46752 a.u.
Highest occupied orbital energy (alpha / beta) ... -11.1 / -12.7 eV
⟨S²⟩ ... 6.03
Max |F| ... 3.53 eV/A
Total charge ... +2
2S+1 ... 5

How positive or negative is each atom? The Löwdin charges in e answer that: 0.95 0.91 -0.27 -0.29 0.10 0.12 0.11 0.12 -0.15 0.09 0.07 0.08 -0.16 0.07 0.08 0.08 -0.15 0.07 0.07 0.07 -0.16 0.07 0.07 0.08 0.76 -0.42 -0.35 -0.25 -0.16 -0.35 -0.09 -0.21 -0.13 -0.24 0.11 0.05 0.07 0.12 0.07 0.12 0.14 0.14 0.05 0.15 0.12 0.12 -0.01 -0.03 0.00 0.77 -0.66 -0.30 -0.71 0.70 -0.65 0.80 -0.65 0.81 -0.69 0.76

***

Entry 6:
A 2-piece molecular cluster, C4H10NO overall at a distorted geometry, computed with the ωB97M-V functional and the def2-TZVPD basis.

Structure (XYZ):
```
16
Properties=species:S:1:pos:R:3
C -0.178 -1.805 -0.025
C -0.198 -0.542 0.253
C -3.600 1.009 -0.519
C 2.387 0.223 0.219
N 0.988 0.206 0.805
O 2.428 1.051 -0.888
H 0.612 -2.534 0.568
H -1.013 -2.337 -0.669
H -3.552 -0.009 -0.173
H -2.788 1.595 -1.098
H -4.474 1.557 -0.171
H 3.196 0.601 0.884
H 2.529 -0.858 0.082
H 0.675 1.227 0.653
H 0.886 -0.002 1.792
H 2.102 0.617 -1.714
```

Calculated values
E ... -287.89209 a.u.
ΔE to the lowest compared entry with this formula, charge and spin ... 2.302 eV
Highest occupied orbital energy (alpha / beta) ... -11.7 / -15.8 eV
⟨S²⟩ ... 2.01
Max |F| ... 4.35 eV/A
Total charge ... +1
2S+1 ... 3

How positive or negative is each atom? The Löwdin charges in e answer that: 0.02 0.00 0.05 -0.20 0.05 0.02 0.16 0.13 -0.04 0.02 -0.02 0.17 0.14 0.21 0.17 0.14